(1)
Here is a structure of composition C4H12N2 in a non-equilibrium geometry from the OMol25 dataset. Energies are from ωB97M-V/def2-TZVPD.

XYZ file:
```
18
C4H12N2 | the OMol25 dataset | ωB97M-V/def2-TZVPD
N 0.05 -1.48 -0.97
C 2.00 0.68 -0.53
C 0.93 0.52 0.51
C -0.34 1.10 0.62
C -1.54 0.30 1.12
N -2.03 -0.20 -0.12
H 0.07 -2.31 -0.40
H 0.69 -1.57 -1.78
H 1.57 0.55 -1.51
H 2.72 -0.14 -0.37
H 2.58 1.60 -0.50
H 0.02 0.05 -0.27
H 1.20 -0.14 1.32
H -0.50 2.06 0.11
H -2.27 0.93 1.62
H -1.13 -0.48 1.77
H -2.86 -0.79 -0.03
H -1.18 -0.68 -0.60
```

The calculation puts the gap between HOMO and LUMO at 7.8 eV. The value obtained for the LUMO energy is 0.37 eV. The molecular weight is 88.15 g/mol. The energy above the lowest of the compared OMol25 structures with the same formula, charge and spin is 531.47 kJ/mol. As for the HOMO energy: -7.47 eV.

Computed Löwdin charges, given in elementary charges: -0.145, -0.076, -0.179, -0.068, -0.293, -0.054, -0.036, -0.025, 0.071, 0.089, 0.078, 0.125, 0.125, 0.138, 0.105, 0.108, 0.079, -0.042

=====

(2)
Here is a structure of composition C11H26AlN3O8P in a non-equilibrium geometry from the OMol25 dataset. Energies are from ωB97M-V/def2-TZVPD.

XYZ file:
```
50
C11H26AlN3O8P | the OMol25 dataset | ωB97M-V/def2-TZVPD
Al -8.66 7.95 -9.07
P -7.25 9.28 -7.54
O -7.90 10.23 -8.54
O -8.41 8.46 -6.87
O -6.23 9.52 -6.40
O -6.61 8.12 -8.27
C -10.55 5.51 -11.44
C -10.92 7.03 -11.23
O -9.93 7.79 -10.66
H -9.58 5.45 -11.94
H -11.25 4.91 -12.02
H -10.36 5.16 -10.43
H -11.88 7.14 -10.73
H -11.14 7.47 -12.20
C -10.23 5.83 -7.73
O -9.70 6.46 -8.67
N -11.52 5.61 -7.56
C -11.98 4.83 -6.42
C -12.56 6.10 -8.47
H -9.61 5.37 -6.95
H -11.20 4.54 -5.71
H -12.41 3.93 -6.86
H -12.77 5.27 -5.81
H -13.51 6.38 -8.02
H -12.10 6.94 -8.99
H -12.78 5.37 -9.26
C -9.35 10.63 -9.61
O -9.62 9.43 -9.62
N -9.34 11.36 -10.69
C -9.19 12.79 -10.52
C -9.66 10.91 -12.05
H -9.14 11.20 -8.68
H -8.34 13.08 -11.14
H -8.84 13.15 -9.55
H -10.05 13.35 -10.87
H -9.73 9.83 -12.01
H -10.59 11.26 -12.49
H -8.95 10.98 -12.87
C -7.45 9.60 -11.03
O -7.61 8.60 -10.31
N -6.50 9.64 -12.05
C -5.79 8.46 -12.60
C -6.41 10.87 -12.79
H -7.87 10.61 -10.93
H -5.99 7.52 -12.08
H -4.71 8.61 -12.69
H -6.15 8.38 -13.62
H -6.13 10.66 -13.82
H -7.32 11.47 -12.72
H -5.66 11.54 -12.37
```

The calculation puts the gap between HOMO and LUMO at 5.2 eV. The value obtained for the LUMO energy is 2.49 eV. The molecular weight is 386.30 g/mol. The energy above the lowest of the compared OMol25 structures with the same formula, charge and spin is 0.00 kJ/mol. As for the HOMO energy: -2.74 eV. As for the net charge: -1.

Computed Löwdin charges, given in elementary charges: 0.070, -0.003, -0.316, -0.340, -0.441, -0.292, -0.080, -0.394, -0.233, 0.061, 0.050, 0.037, 0.062, 0.083, -0.176, 0.068, -0.131, -0.044, -0.010, 0.168, 0.092, 0.089, 0.089, 0.096, 0.077, 0.096, -0.376, -0.009, -0.186, -0.035, -0.029, 0.147, 0.079, 0.102, 0.086, 0.099, 0.095, 0.068, -0.144, 0.050, -0.125, -0.016, -0.073, 0.107, 0.095, 0.083, 0.075, 0.087, 0.051, 0.091

=====

(3)
Here is a cluster of 2 separate species, FH3S in total from the OMol25 dataset. Energies are from ωB97M-V/def2-TZVPD.

XYZ file:
```
5
FH3S | the OMol25 dataset | ωB97M-V/def2-TZVPD
F 1.54 0.24 -2.21
H 0.66 -0.05 -2.12
S -0.25 -0.02 1.07
H -0.37 -0.13 2.40
H -1.58 -0.04 0.87
```

The calculation puts the gap between HOMO and LUMO at 10.7 eV. The value obtained for the LUMO energy is 0.68 eV. The molecular weight is 54.09 g/mol. The energy above the lowest of the compared OMol25 structures with the same formula, charge and spin is 10.52 kJ/mol. As for the HOMO energy: -9.99 eV. Its SMILES is F.S.

Computed Löwdin charges, given in elementary charges: -0.088, 0.068, 0.471, -0.225, -0.226

=====

(4)
Here is a cluster of 11 separate species, C34H80Br10O12 in total in a non-equilibrium geometry from the OMol25 dataset. Energies are from ωB97M-V/def2-TZVPD.

XYZ file:
```
136
C34H80Br10O12 | the OMol25 dataset | ωB97M-V/def2-TZVPD
Br 1.79 4.79 4.71
C 1.36 4.38 2.90
C 2.07 3.11 2.49
Br 2.16 3.24 0.52
H 1.70 5.26 2.39
H 0.30 4.22 2.69
H 1.41 2.28 2.77
H 3.03 3.03 2.98
Br -0.91 1.30 1.51
C -0.58 -0.42 0.64
C 0.83 -0.38 -0.01
Br 1.23 -2.21 -0.53
H -1.32 -0.64 -0.13
H -0.64 -1.17 1.42
H 1.56 -0.01 0.67
H 0.82 0.27 -0.89
Br -0.40 2.06 -3.45
C -0.26 0.27 -4.20
C -1.01 0.24 -5.50
Br -1.02 -1.64 -6.21
H -0.67 -0.43 -3.47
H 0.82 0.07 -4.33
H -0.53 0.83 -6.25
H -2.07 0.50 -5.41
Br 2.57 -5.98 4.65
C 1.81 -4.20 4.65
C 0.86 -4.00 3.45
Br -0.01 -2.30 3.77
H 2.60 -3.47 4.63
H 1.23 -4.07 5.55
H 0.08 -4.76 3.46
H 1.36 -3.98 2.48
Br -5.22 0.53 -4.90
C -4.14 -0.01 -3.37
C -3.99 -1.50 -3.39
Br -2.68 -1.94 -2.09
H -4.55 0.43 -2.47
H -3.13 0.35 -3.53
H -3.58 -1.82 -4.34
H -4.91 -2.02 -3.14
C -4.35 3.97 -3.31
O -4.09 3.16 -2.15
C -5.13 3.22 -1.16
C -4.66 2.40 0.10
O -4.53 1.00 -0.09
C -4.50 0.33 1.18
H -3.39 4.09 -3.82
H -4.76 4.97 -3.01
H -5.07 3.43 -3.93
H -6.11 2.86 -1.51
H -5.21 4.25 -0.81
H -5.42 2.62 0.85
H -3.73 2.85 0.45
H -5.50 0.06 1.51
H -4.06 1.02 1.89
H -3.85 -0.55 1.04
C -1.46 -5.84 -5.82
O -1.69 -6.39 -4.55
C -1.70 -5.49 -3.47
C -0.41 -4.73 -3.31
O 0.76 -5.48 -3.13
C 0.80 -6.15 -1.88
H -1.62 -6.68 -6.49
H -0.45 -5.41 -5.98
H -2.21 -5.07 -6.07
H -1.84 -6.06 -2.54
H -2.55 -4.77 -3.54
H -0.53 -4.05 -2.44
H -0.26 -4.13 -4.20
H 0.08 -6.98 -1.84
H 0.51 -5.42 -1.11
H 1.80 -6.55 -1.73
C 5.55 3.74 -0.78
O 5.73 2.90 -1.89
C 4.69 2.04 -2.18
C 4.76 0.76 -1.35
O 5.79 -0.15 -1.77
C 7.10 0.23 -1.42
H 5.26 3.17 0.13
H 4.74 4.47 -0.98
H 6.49 4.26 -0.55
H 4.65 1.75 -3.24
H 3.72 2.47 -1.90
H 3.83 0.17 -1.53
H 4.90 0.89 -0.27
H 7.64 -0.67 -1.10
H 7.13 0.96 -0.60
H 7.64 0.68 -2.26
C -1.88 -7.87 2.83
O -2.97 -7.57 3.68
C -4.01 -6.84 3.07
C -3.91 -5.33 2.97
O -3.10 -4.89 1.93
C -3.03 -3.51 1.69
H -1.08 -8.35 3.42
H -1.45 -6.95 2.39
H -2.16 -8.56 2.04
H -4.90 -7.00 3.68
H -4.17 -7.24 2.04
H -3.57 -4.98 3.99
H -4.97 -4.94 2.84
H -4.01 -3.08 1.40
H -2.32 -3.40 0.86
H -2.70 -2.95 2.57
C -1.52 4.78 -0.50
O -0.82 5.90 -0.96
C -0.08 6.59 -0.01
C 0.26 7.98 -0.56
O -0.84 8.84 -0.89
C -1.69 9.20 0.16
H -2.11 4.43 -1.37
H -2.19 5.03 0.35
H -0.85 3.95 -0.20
H 0.94 6.20 0.20
H -0.64 6.62 0.98
H 0.87 7.89 -1.47
H 0.87 8.47 0.20
H -2.37 9.97 -0.26
H -1.15 9.61 1.02
H -2.35 8.35 0.49
C 4.53 2.01 6.02
O 4.49 1.87 4.63
C 5.36 0.81 4.11
C 5.15 0.68 2.59
O 3.79 0.50 2.17
C 3.13 -0.62 2.70
H 3.98 1.19 6.51
H 3.98 2.92 6.24
H 5.53 2.07 6.50
H 5.23 -0.12 4.67
H 6.37 1.17 4.28
H 5.75 -0.14 2.18
H 5.48 1.61 2.14
H 2.14 -0.59 2.29
H 2.98 -0.57 3.80
H 3.57 -1.59 2.45
```

The calculation puts the gap between HOMO and LUMO at 9.3 eV. The value obtained for the LUMO energy is 0.22 eV. The molecular weight is 1480.04 g/mol. The energy above the lowest of the compared OMol25 structures with the same formula, charge and spin is 0.00 kJ/mol. As for the HOMO energy: -9.08 eV. Its SMILES is BrCCBr.BrCCBr.BrCCBr.BrCCBr.BrCCBr.COCCOC.COCCOC.COCCOC.COCCOC.COCCOC.COCCOC.

Löwdin population analysis, charges in e, atoms 1 to 99: 0.695, -0.770, -0.651, 0.711, 0.013, 0.061, 0.016, 0.034, 0.709, -0.676, -0.678, 0.678, -0.017, -0.046, -0.011, 0.042, 0.659, -0.704, -0.635, 0.600, -0.006, 0.070, 0.046, 0.023, 0.629, -0.724, -0.640, 0.731, 0.040, 0.038, 0.043, 0.049, 0.667, -0.698, -0.699, 0.791, 0.041, 0.009, 0.028, 0.068, -0.090, -0.250, -0.177, -0.192, -0.207, -0.104, 0.080, 0.097, 0.050, 0.130, 0.116, 0.117, 0.098, 0.089, 0.061, 0.070, -0.118, -0.170, -0.216, -0.261, -0.173, -0.098, 0.088, 0.095, 0.085, 0.121, 0.111, 0.063, 0.088, 0.088, 0.072, 0.093, -0.118, -0.188, -0.229, -0.188, -0.188, -0.113, 0.058, 0.080, 0.095, 0.139, 0.084, 0.126, 0.096, 0.085, 0.081, 0.088, -0.102, -0.180, -0.222, -0.229, -0.198, -0.126, 0.094, 0.080, 0.081, 0.124, 0.134

=====

(5)
Here is a cluster of 2 separate species, C3H9N6O2 in total in a non-equilibrium geometry from the OMol25 dataset. Energies are from ωB97M-V/def2-TZVPD.

XYZ file:
```
20
C3H9N6O2 | the OMol25 dataset | ωB97M-V/def2-TZVPD
C -0.09 1.39 -0.43
C 1.38 -0.83 -0.16
C -3.40 -1.09 -0.04
N -1.02 1.63 0.35
N 0.41 2.04 -1.43
N 0.44 -1.42 -0.84
N 1.31 0.46 0.01
N 2.44 -1.49 0.49
N -1.30 0.92 1.47
O -2.24 -1.20 -0.15
O -4.50 -0.81 0.06
H 1.36 1.82 -1.81
H -0.23 2.70 -1.83
H -0.46 -1.01 -0.82
H 0.47 -2.45 -1.17
H 2.69 -2.42 0.48
H 3.18 -0.94 0.87
H -0.61 0.24 1.90
H 1.68 1.07 0.76
H -1.51 1.40 2.28
```

The calculation puts the gap between HOMO and LUMO at 9.0 eV. The value obtained for the LUMO energy is -2.98 eV. The molecular weight is 161.15 g/mol. The energy above the lowest of the compared OMol25 structures with the same formula, charge and spin is 134.19 kJ/mol. As for the HOMO energy: -12.03 eV. As for the net charge: +1.

Computed Löwdin charges, given in elementary charges: -0.368, -0.468, -0.373, 0.039, 0.141, 0.212, 0.146, 0.200, 0.008, 0.127, 0.269, 0.151, 0.127, 0.044, 0.203, 0.085, 0.116, 0.115, 0.165, 0.062

=====

(6)
Here is a cluster of 3 separate species, C10H13O3S2 in total in a non-equilibrium geometry from the OMol25 dataset. Energies are from ωB97M-V/def2-TZVPD.

XYZ file:
```
28
C10H13O3S2 | the OMol25 dataset | ωB97M-V/def2-TZVPD
C 2.13 -1.00 0.68
C 1.51 -0.59 1.82
C -2.48 2.61 -0.62
C -3.71 3.03 -0.28
C 1.99 -2.36 0.17
C 2.82 -2.72 -0.95
C 1.75 0.79 2.39
C -1.42 2.63 0.43
C -1.58 -1.04 -1.83
C -0.57 -1.58 -2.45
O 2.70 -4.05 -1.43
O 3.65 -2.03 -1.48
O 0.36 -2.14 -2.85
S 0.74 -3.42 0.57
S -5.04 2.69 -1.24
H 2.86 -0.29 0.13
H 0.77 -1.22 2.21
H -2.28 2.07 -1.54
H -3.76 3.48 0.79
H 1.34 0.72 3.40
H 1.04 1.55 1.87
H 2.82 1.03 2.03
H -0.39 2.82 0.05
H -1.70 3.56 0.99
H -1.45 1.73 1.13
H -1.64 -1.05 -0.72
H -2.44 -0.89 -2.39
H 1.95 -4.32 -0.86
```

The calculation puts the gap between HOMO and LUMO (alpha / beta) at 2.1 / 2.1 eV. The value obtained for the LUMO energy (alpha / beta) is -0.22 / -0.21 eV. The molecular weight is 245.35 g/mol. The energy above the lowest of the compared OMol25 structures with the same formula, charge and spin is 193.59 kJ/mol. As for the HOMO energy (alpha / beta): -2.30 / -2.30 eV. As for the net charge: -1.

Computed Löwdin charges, given in elementary charges: -0.115, -0.129, -0.389, -0.890, -0.571, -0.564, -0.077, -0.210, 0.018, -0.283, 0.016, 0.125, 0.143, 0.807, 0.228, 0.155, 0.060, 0.052, 0.066, 0.075, 0.096, 0.107, 0.049, 0.058, 0.062, 0.089, 0.042, -0.020